1.
86
Properties=species:S:1:pos:R:3 method="wB97M-V/def2-TZVPD" energy_ha=-3102.325625 multiplicity=6 s_squared=8.7749 e_lumo_ev="-5.1 / -9.7" homo_lumo_gap_ev="8.22 / 4.56" total_charge=+2
Ir 0.1837 -0.0424 0.1021
S -3.2055 1.3866 0.4292
P -0.1526 0.1642 -2.4824
P -0.2348 -0.4635 2.5855
O 5.4061 4.0928 0.1454
O -1.7746 1.4430 -0.0641
O 5.9209 1.9351 -0.0667
O 2.2379 -0.7708 0.1369
O -1.4422 -1.6420 -0.3355
O 4.4140 -0.2973 -0.0848
O -3.5133 -0.9702 -0.9835
N 1.5486 1.8228 0.2068
N 2.7419 3.6364 0.2868
C 1.3753 1.6348 3.6854
C -2.9248 -2.8294 -3.2230
C -4.2098 2.1932 -0.8267
C -2.7301 -3.0544 -4.5776
C -2.3633 3.1642 -4.1572
C -1.2124 -1.0954 -3.2816
C 2.0383 0.6997 -4.1673
C 3.2446 0.0303 0.0388
C -2.3855 -1.4913 -1.1366
C -2.1553 -1.8607 -2.5930
C -0.3339 4.1297 -3.2981
C 4.0066 -0.6835 -4.2094
C -2.4348 -1.1773 4.2617
C 3.2951 0.4139 -4.6751
C -1.9580 1.9102 -3.7248
C 3.4470 -1.5268 -3.2578
C -1.5524 4.2715 -3.9517
C 2.1892 -1.2563 -2.7511
C 1.4927 3.1468 0.3191
C -0.7300 1.7619 -3.0847
C -0.0012 0.9690 3.7160
C 2.8761 1.4737 0.1103
C -1.8130 -2.2904 -5.2858
C 0.2526 3.9458 0.4785
C 5.0946 2.9317 0.0778
C 1.4833 -0.1340 -3.1930
C -1.0458 -1.3257 -4.6464
C 0.6651 -1.8802 3.3354
C 2.1855 -1.9069 3.1867
C 0.0717 2.8836 -2.8542
C -3.3205 2.6831 1.7027
C -1.9943 -0.9266 2.8177
C 3.6350 2.6054 0.1537
H -3.0016 3.6361 1.2857
H 0.3892 -1.8645 4.3929
H 5.0014 -0.8802 -4.5856
H -0.5985 3.2964 0.2975
H -2.5815 1.0442 -3.9119
H -3.3091 -3.8185 -5.0779
H 2.5760 -2.8154 3.6426
H 1.4851 1.5499 -4.5412
H -3.6523 -3.4046 -2.6659
H -2.6807 2.3958 2.5349
H -0.2142 0.6020 4.7219
H -1.8939 -2.0112 4.7053
H 3.9972 -2.3877 -2.9036
H 5.4739 1.0530 -0.0997
H -0.7744 1.6995 3.4609
H 3.7186 1.0506 -5.4405
H -5.1608 2.4639 -0.3686
H -3.3101 3.2786 -4.6697
H 1.6236 1.9805 2.6828
H -4.3574 2.7278 2.0354
H -2.6001 -0.1344 2.3740
H -2.1542 -1.8199 2.2104
H 0.1885 4.3519 1.4908
H -4.3762 1.4836 -1.6328
H 0.3022 4.9931 -3.1497
H 1.0216 2.7638 -2.3459
H 1.3838 2.4934 4.3556
H -1.8667 5.2450 -4.3035
H 2.6596 -1.0626 3.6819
H 0.2326 -2.7796 2.8900
H 2.1571 0.9563 4.0167
H -2.3027 -0.2977 4.8901
H 2.4794 -1.9076 2.1396
H -3.4942 -1.4309 4.2704
H -1.6958 -2.4413 -6.3508
H 1.7569 -1.9076 -2.0011
H 0.2279 4.7790 -0.2234
H -0.3119 -0.7496 -5.1962
H 3.0522 4.5984 0.3579
H -3.6772 3.0700 -1.1893

---

2.
16
Properties=species:S:1:pos:R:3 method="wB97M-V/def2-TZVPD" energy_ha=-602.138257 e_lumo_ev="-6.0 / -4.6" homo_lumo_gap_ev="5.63 / 8.19" total_charge=+1
I -3.1546 0.0555 0.0019
N 0.9409 2.6383 -0.7313
N 1.2719 0.9644 0.9883
C 0.3013 -1.2214 0.7537
C -1.6253 -1.3530 -0.8735
C -0.3667 -0.7927 -0.4599
C 1.1286 -0.2269 1.4747
C 0.8313 1.7341 0.1703
H 0.2026 3.3183 -0.8642
H 1.7918 2.7700 -1.2710
H 0.0733 -0.0176 -1.0713
H 1.0106 -2.0046 0.4375
H 1.6666 -0.4877 2.3672
H -1.8244 -1.3300 -1.9376
H -1.8708 -2.3114 -0.4285
H -0.3771 -1.7353 1.4437

---

3.
46
Properties=species:S:1:pos:R:3 method="wB97M-V/def2-TZVPD" energy_ha=-1333.957159 e_lumo_ev=-0.2 homo_lumo_gap_ev=8.45 smiles="C[C@H](OC(=O)c1oc2ccccc2c1COc1ccccc1)C(=O)NC(N)=O"
O -4.7675 1.6349 2.2593
O 2.0617 -0.7481 2.0478
O -1.8488 -0.9507 0.2421
O -2.3117 0.4599 -1.4531
O -0.1266 1.8759 -1.0695
O -4.9609 -1.5638 -0.3413
N -4.3865 0.5399 0.3152
N -5.6702 -0.4325 1.9854
C 2.2712 -1.8087 -0.1457
C 1.0468 2.4115 -0.6795
C -4.9509 0.6323 1.6143
C -1.5571 0.0083 -0.4375
C -0.3615 0.8160 -0.2432
C 3.4376 3.1775 0.4293
C -3.4809 -0.3011 -1.7640
C 2.7958 2.0924 0.9785
C 0.7326 -0.3715 1.7659
C 4.9310 -2.2865 0.4818
C 2.8976 3.8739 -0.6572
C 3.1009 -2.4566 -1.0464
C 0.6387 0.6595 0.6876
C -4.3405 -0.5394 -0.5121
C 4.4278 -2.6960 -0.7431
C 1.6975 3.5072 -1.2291
C 4.1155 -1.6406 1.3872
C -3.1430 -1.6188 -2.4495
C 1.5793 1.6990 0.4166
C 2.7772 -1.3946 1.0803
H 1.2748 4.0392 -2.0656
H -2.5902 -2.2585 -1.7664
H 3.2087 1.5534 1.8157
H 2.6973 -2.7758 -1.9962
H 3.4354 4.7202 -1.0567
H -6.0416 -0.4563 2.9186
H 5.9652 -2.4709 0.7318
H 0.3631 0.0559 2.7054
H 1.2384 -1.6406 -0.4072
H -2.5478 -1.4331 -3.3397
H -4.0651 -2.1223 -2.7231
H -4.0464 0.3485 -2.4438
H 4.4896 -1.3176 2.3461
H 5.0659 -3.1995 -1.4532
H -3.8469 1.3605 0.0670
H -5.6930 -1.2501 1.3882
H 0.1077 -1.2373 1.5168
H 4.3797 3.5051 0.8420

---

4.
53
Properties=species:S:1:pos:R:3 method="wB97M-V/def2-TZVPD" energy_ha=-1752.482460 e_lumo_ev=-3.4 homo_lumo_gap_ev=6.63 total_charge=+1
Ba 1.1463 -0.6641 0.7641
P -0.5017 2.4460 1.1423
P 0.9599 -2.2771 -1.7851
O 1.1658 -4.9269 1.7349
O 2.3233 1.5341 0.7251
O -1.3960 -0.9035 4.1201
O 1.7901 3.2655 -0.5634
N -1.3130 -0.3529 -0.5337
C -2.2441 0.5184 -0.0285
C 4.8245 1.9269 0.7326
C -1.8699 1.4359 0.8819
C 3.1460 3.1916 -0.4807
C -1.3878 3.7779 0.2595
C 5.4092 3.9669 -0.5362
C -0.6418 -1.7460 -2.5205
C 4.0854 4.1273 -0.9508
C -2.9581 -0.9604 -2.1487
C 3.5109 2.1493 0.3249
C -0.1910 2.9351 2.8666
C 0.3804 -3.8191 -1.0023
C -3.9545 -0.3553 -1.4125
C -1.6718 -1.0160 -1.6451
C 1.8971 -2.9115 -3.1944
C -3.6214 0.2713 -0.2537
C 5.7479 2.8846 0.2811
B 1.2082 2.3862 0.3430
H -0.0141 -4.4304 -1.8289
H -1.9054 -1.6596 4.1977
H -1.9971 3.3374 -0.5295
H 1.4093 -4.5300 2.6266
H 2.9133 -3.1520 -2.8773
H -0.3258 -1.1358 -3.3830
H 3.7584 4.9427 -1.5605
H -2.1195 4.1943 0.9609
H -0.8262 3.7711 3.1800
H 6.1657 4.6924 -0.8702
H -2.3325 1.2570 1.9525
H 1.9687 -2.1401 -3.9619
H 1.4451 -3.8026 -3.6286
H -3.1308 -1.3933 -3.1198
H -4.3391 0.7527 0.3865
H 6.7703 2.7800 0.5909
H -0.4672 -3.6536 -0.3178
H -1.0421 -2.6379 -3.0331
H 0.2432 -4.8750 1.5551
H -0.3608 2.0976 3.5505
H -4.9333 -0.2353 -1.8098
H 0.8564 3.2363 3.0258
H -0.8490 4.5833 -0.2214
H 1.1968 -4.3802 -0.5344
H 5.0475 1.0637 1.3499
H 1.5440 -1.8791 2.4201
H -0.7377 -1.0983 3.4854

---

5.
12
Properties=species:S:1:pos:R:3 method="wB97M-V/def2-TZVPD" energy_ha=-700.538104 e_lumo_ev=-1.9 homo_lumo_gap_ev=7.01 smiles="C=C1C=NC=NC1=S"
S 2.6143 -0.9904 -0.1812
N 0.2365 -1.9427 0.1563
N -1.7852 -0.6084 -0.2596
C -1.0937 -1.8269 0.0297
C 0.3957 0.5563 0.0742
C 1.0407 -0.8166 0.0895
C -1.1180 0.4698 -0.1585
C 0.9862 1.8466 0.0449
H -1.7273 -2.7491 0.0948
H 0.2257 2.6602 -0.1517
H -1.8051 1.3663 -0.1177
H 2.0302 2.0349 0.3792

---

6.
95
Properties=species:S:1:pos:R:3 method="wB97M-V/def2-TZVPD" energy_ha=-5857.046507 multiplicity=3 s_squared=2.0151 e_lumo_ev="-0.2 / -0.5" homo_lumo_gap_ev="7.71 / 7.43"
Mo -0.3406 -0.0274 0.0768
Br -5.7550 0.7018 -0.2948
Cl 1.5766 4.8803 -1.3341
Cl 0.9265 4.0718 -6.6671
O 1.0216 0.9972 -1.3580
O 0.1016 1.7993 -3.2217
O -3.3166 -0.0044 0.7346
O 0.2064 -1.4063 -1.1834
O -0.9466 -0.3932 1.8873
O -1.9924 -1.5834 -0.0488
N 1.4186 -0.4952 1.0373
N -0.0804 1.9762 1.4413
N -1.6345 0.7321 -1.3255
N 2.4496 3.9832 -4.1743
C -1.5506 5.1696 -3.7554
C -1.9395 0.0877 -2.4156
C -5.4663 -1.0932 -0.8214
C -1.0227 4.8583 -4.9978
C 2.4204 1.7662 0.8522
C -2.1634 -1.8256 -3.9011
C -0.5105 -4.0757 3.6381
C 5.2860 2.7612 -1.3491
C 0.4248 -2.2439 2.3665
C -1.8456 -3.0965 -4.3100
C 4.2784 4.4677 -2.6841
C -4.2784 -1.7620 -0.5478
C 2.4251 1.1936 -3.2788
C -4.1185 -3.0621 -1.0253
C 0.6061 4.7960 -2.7694
C -0.8307 -1.5772 2.4197
C -0.7261 5.1477 -2.6459
C -0.4922 -1.9392 -2.1399
C 1.5375 -1.5411 1.8069
C -2.0011 2.7696 0.0543
C -6.2982 -2.9892 -2.0202
C 1.3342 2.1701 1.8451
C -1.7290 -3.4088 3.7032
C -5.1167 -3.6679 -1.7638
C -2.1402 2.0955 -1.3013
C 0.5573 -3.4924 2.9888
C -1.8886 -2.1720 3.1124
C -0.8607 -3.8153 -3.6307
C 2.6199 0.2382 0.7221
C 1.1606 4.3945 -3.9910
C -3.1335 -1.0564 0.1277
C 1.0376 1.3432 -2.5852
C 0.2969 4.4768 -5.1007
C 3.3592 3.5480 -3.1752
C -1.5318 -1.2194 -2.7990
C 3.4035 2.2087 -2.7669
C 5.2275 4.0827 -1.7567
C -0.5532 3.0071 0.5056
C -0.1917 -3.2448 -2.5730
C -6.4755 -1.7030 -1.5478
C -0.8489 2.1276 2.6905
C 4.3941 1.8386 -1.8626
H -2.5212 3.7277 -0.0080
H -2.5612 -3.8542 4.2251
H -2.5436 2.1470 0.7659
H -3.1928 -3.5800 -0.8195
H -2.3520 -3.5392 -5.1544
H 1.4765 3.2311 2.1010
H -2.5929 5.4293 -3.6565
H -0.4770 1.4409 3.4497
H 2.5978 3.5496 -5.0804
H 2.8808 0.0075 -0.3162
H -4.9719 -4.6612 -2.1602
H 4.4836 0.8008 -1.5758
H -1.6365 4.9022 -5.8844
H 2.2540 1.3111 -4.3501
H -7.3841 -1.1580 -1.7518
H 0.5761 -3.7871 -2.0351
H -2.8210 -1.6300 3.1633
H 5.9240 4.8061 -1.3633
H -0.4702 3.9947 0.9878
H 1.4874 1.5760 2.7525
H 1.5079 -4.0048 2.9359
H 2.2159 2.2084 -0.1216
H 2.5324 -1.8786 2.1082
H -1.1106 5.4046 -1.6707
H 2.7866 0.1819 -3.0828
H 0.0920 2.9979 -0.3732
H 4.2288 5.4876 -3.0377
H -1.8996 1.8956 2.5411
H -0.7527 3.1585 3.0620
H -2.9302 -1.2694 -4.4204
H 6.0360 2.4427 -0.6401
H -7.0775 -3.4473 -2.6103
H 3.3580 2.2025 1.2018
H -0.3968 -5.0368 4.1171
H -2.5949 0.5899 -3.1282
H -0.6181 -4.8228 -3.9382
H 3.4425 -0.0935 1.3738
H -3.2062 2.0909 -1.5566
H -1.6130 2.6659 -2.0782

---

7.
13
Properties=species:S:1:pos:R:3 method="wB97M-V/def2-TZVPD" energy_ha=-340.628514 e_lumo_ev=0.4 homo_lumo_gap_ev=7.68
O 2.4444 -1.1653 0.2049
N 0.1243 -0.9845 0.1984
N -2.1791 0.1641 0.1317
C 1.2105 0.9684 -0.2127
C 1.3543 -0.3646 0.0701
C -0.1955 1.2765 -0.3226
C -0.7550 0.0387 -0.1993
H -2.4385 0.0273 1.1130
H -2.0465 1.2183 -0.0664
H 2.0262 1.6800 -0.2744
H 0.0538 -1.9581 -0.0701
H -2.8640 -0.2876 -0.4792
H 3.2087 -0.6471 -0.0766

---

8.
8
Properties=species:S:1:pos:R:3 method="wB97M-V/def2-TZVPD" energy_ha=-187.903429 e_lumo_ev="-0.8 / -0.8" homo_lumo_gap_ev="7.31 / 7.33"
N -0.0696 1.5256 -0.5558
N 0.4399 0.3678 -0.7994
C -0.9641 -0.4292 0.6680
C 0.2269 -0.5766 0.1463
H -0.5406 1.3144 0.3094
H -1.0011 -0.9077 1.5799
H 0.9493 0.2084 -1.6348
H 0.9592 -1.5027 0.2864

---

9.
65
Properties=species:S:1:pos:R:3 method="wB97M-V/def2-TZVPD" energy_ha=-1288.441405 e_lumo_ev=0.5 homo_lumo_gap_ev=8.85 smiles="Cc1cccc(-c2nc(CN3CCC[C@@H](C(=O)N[C@H]4CC[C@@H](C)CC4)C3)c(C)o2)c1"
O 0.8108 -3.5188 -0.4974
O -2.4900 1.7001 -1.2041
N -1.1016 0.6210 0.2603
N -2.2327 -1.3561 1.8273
N 0.6428 -2.0466 1.1408
C -0.1440 3.6424 -0.5648
C 5.0029 -0.7786 -1.1454
C -0.3629 -3.7551 0.1429
C -3.0176 -0.8049 2.9139
C 4.4081 -1.7781 -1.8946
C -3.3935 0.6370 2.5804
C 0.7959 0.9798 -1.3469
C 0.6082 3.4326 -1.8772
C 0.3360 2.6586 0.4966
C -4.1887 0.6896 1.2806
C -0.4671 -2.8460 1.1595
C -3.0157 -1.4189 0.6049
C 0.2282 1.1897 0.0640
C -1.5657 -2.6088 2.1407
C -3.4304 -0.0189 0.1506
C 5.0761 0.7521 0.8382
C 0.1743 4.4583 -2.9192
C 3.2222 -2.3517 -1.4768
C 3.2446 -0.9230 0.4663
C 1.3702 -2.4733 0.1496
C 2.6311 -1.9196 -0.2919
C -1.2291 -4.8627 -0.3299
C 0.3291 2.0132 -2.3670
C -2.2713 0.8648 -0.3457
C 4.4275 -0.3409 0.0449
H -1.1405 -0.1156 0.9626
H 1.6854 3.5444 -1.6954
H -4.1053 -0.1158 -0.7067
H 2.7474 -3.1251 -2.0607
H -2.4110 -1.8937 -0.1723
H 5.0279 1.6918 0.2884
H -3.9832 1.0574 3.3969
H -1.1242 -2.5119 3.1359
H 0.8506 0.5983 0.7448
H -4.3844 1.7240 0.9945
H -0.2311 2.7987 1.4199
H 1.3880 2.8606 0.7171
H 0.8428 1.8338 -3.3151
H -2.4816 1.2260 2.4776
H -1.4687 -4.7296 -1.3843
H 2.7762 -0.6176 1.3888
H -2.1496 -4.8838 0.2456
H -2.4149 -0.8286 3.8254
H -0.8915 4.3622 -3.1118
H -1.2073 3.4938 -0.7483
H 0.0060 4.6629 -0.2028
H -5.1513 0.1912 1.4266
H -2.2595 -3.4669 2.1452
H -0.7171 -5.8183 -0.2196
H -0.7426 1.9098 -2.5298
H -3.9245 -2.0334 0.7506
H 4.8699 -2.1086 -2.8132
H 1.8862 1.0225 -1.2696
H 4.5777 0.8861 1.7944
H -3.9337 -1.3976 3.0914
H 5.9260 -0.3302 -1.4839
H 0.3724 5.4697 -2.5698
H 6.1259 0.5256 1.0161
H 0.7091 4.3062 -3.8546
H 0.5326 -0.0255 -1.6844

---

10.
15
Properties=species:S:1:pos:R:3 method="wB97M-V/def2-TZVPD" energy_ha=-287.378897 multiplicity=2 s_squared=0.7685 e_lumo_ev="-4.9 / -7.9" homo_lumo_gap_ev="6.82 / 3.81" total_charge=+1
O -0.2398 0.3735 1.7533
N -0.6053 0.2202 -1.1802
C 0.0461 0.5025 -3.5338
C 0.3811 -1.5759 2.8448
C -0.0500 1.0128 -2.2075
C 0.2712 -0.2381 2.8851
H 0.7761 1.0479 -4.2064
H 0.5143 1.9694 -1.9418
H -0.6526 -0.1061 -3.9317
H -0.4954 1.1797 2.1075
H 0.6456 -2.0721 1.9036
H -0.0448 0.1718 -0.3546
H -0.0813 -2.2553 3.5838
H -0.8041 -0.6439 -1.5036
H 0.3388 0.4137 3.7815

---

11.
21
Properties=species:S:1:pos:R:3 method="wB97M-V/def2-TZVPD" energy_ha=-753.170480 e_lumo_ev=-0.9 homo_lumo_gap_ev=8.03
Cs 1.3077 -5.5517 -0.4823
S -0.9335 2.4180 -1.3262
O -1.6614 3.5349 -0.7549
O -0.7282 2.2855 -2.7499
C -0.6498 0.5153 0.5806
C 0.7785 0.7632 0.0519
C 0.7210 2.1925 -0.5738
C -1.6197 0.9172 -0.5106
B 0.7238 -3.0271 1.1772
H 1.0040 0.1295 -0.8081
H -0.7580 -0.5646 0.7151
H 0.5616 -4.0283 1.7293
H 0.7712 2.8674 0.2866
H 0.7359 -2.2427 2.0418
H 1.5788 0.8263 0.7790
H 1.7501 -2.9407 0.6642
H -1.5094 0.1562 -1.2881
H -0.1588 -2.7460 0.4821
H -2.6676 1.1176 -0.3177
H 1.4670 2.4955 -1.3018
H -0.7133 0.8821 1.6054